A molecular structure, C14H10ClF2IN2O2Pd. Source: the OMol25 dataset; level of theory: wB97M-V/def2-TZVPD.

ORCA input file:
```
! wB97M-V def2-TZVPD RIJCOSX def2/J DEFGRID3
* xyz 2 5
Pd 0.72 -0.61 0.09
F -1.06 -2.44 1.00
C -0.77 -2.40 -0.31
F 0.07 -3.37 -0.63
H -1.65 -2.35 -0.95
I 6.22 -3.29 -0.30
C 4.54 -2.82 0.80
C 4.37 -3.27 2.11
C 3.22 -2.92 2.79
C 2.27 -2.14 2.16
N 2.43 -1.72 0.90
C 3.54 -2.05 0.23
H 5.13 -3.88 2.58
H 3.05 -3.25 3.81
H 1.36 -1.84 2.67
H 3.64 -1.68 -0.79
Cl -4.20 4.03 5.17
C -3.25 3.15 4.13
C -1.87 2.96 4.44
C -1.10 2.24 3.58
C -1.68 1.70 2.41
C -3.04 1.89 2.10
C -3.83 2.61 2.95
C -0.83 0.90 1.47
O -1.20 0.69 0.30
O 0.28 0.44 1.89
H -1.46 3.39 5.35
H -0.05 2.06 3.79
H -3.44 1.47 1.18
H -4.88 2.77 2.74
N 1.91 1.67 -1.84
C 1.59 0.81 -1.16
H 2.21 2.40 -2.46
*
```

Summary:
Frontier orbital gap (spin up / spin down) in eV: 7.0 / 3.4
E_tot in eV: -51272.65258
Strongest force on any atom in eV Å⁻¹: 0.9
HOMO (spin up / spin down) in Eh: -0.514 / -0.514
⟨S²⟩: 6.031

***

A molecular structure, C4H2O5Tb. Source: the OMol25 dataset; level of theory: wB97M-V/def2-TZVPD.

ORCA input file:
```
! wB97M-V def2-TZVPD RIJCOSX def2/J DEFGRID3
* xyz 3 7
Tb -0.09 0.08 -0.17
O 0.12 -2.91 -0.31
C 0.02 -1.82 -0.27
C -0.71 0.90 1.43
O -1.03 1.38 2.37
C 0.23 1.13 -1.70
O 0.44 1.74 -2.60
C -1.95 -0.07 -0.72
O -3.02 -0.16 -1.04
O 1.68 -0.26 1.15
H 2.32 -0.67 0.55
H 2.00 0.64 1.31
*
```

Summary:
Frontier orbital gap (spin up / spin down) in eV: 9.9 / 8.8
E_tot in eV: -36802.48598
Strongest force on any atom in eV Å⁻¹: 13.4
HOMO (spin up / spin down) in Eh: -1.003 / -0.959
⟨S²⟩: 12.553

***

2 unconnected molecules or ions with the total composition C20H15F4N2O. Source: the OMol25 dataset; level of theory: wB97M-V/def2-TZVPD.

ORCA input file:
```
! wB97M-V def2-TZVPD RIJCOSX def2/J DEFGRID3
* xyz 1 1
F -1.96 4.81 1.85
C -1.73 3.45 1.72
C -2.84 2.62 1.55
C -2.57 1.25 1.47
F -3.64 0.38 1.37
C -1.30 0.73 1.47
C -0.17 1.61 1.49
C 1.10 1.03 1.26
C 2.38 1.65 1.31
C 3.49 0.78 1.52
C 4.75 1.30 1.66
F 5.80 0.43 1.84
C 5.03 2.67 1.62
C 3.94 3.50 1.39
F 4.16 4.87 1.40
C 2.64 3.05 1.16
C -0.42 2.99 1.77
H -3.85 3.01 1.51
H -1.13 -0.34 1.44
H 1.12 -0.05 1.15
H 3.30 -0.29 1.57
H 6.03 3.05 1.77
H 1.86 3.75 0.87
H 0.39 3.67 2.01
C -3.73 -4.46 -2.37
C -2.55 -4.94 -2.95
C -1.40 -4.16 -2.90
C -1.41 -2.91 -2.27
C -0.10 -2.23 -2.08
N -0.13 -1.07 -1.32
N 1.15 -0.60 -0.96
O 0.93 -2.63 -2.61
C -2.62 -2.38 -1.79
C -3.77 -3.18 -1.79
H -4.63 -5.08 -2.36
H -2.53 -5.92 -3.43
H -0.46 -4.51 -3.34
H -0.79 -1.01 -0.56
H 1.84 -1.10 -1.54
H 1.17 0.41 -1.11
H -2.66 -1.36 -1.42
H -4.69 -2.79 -1.35
*
```

Summary:
Frontier orbital gap in eV: 4.9
E_tot in eV: -36871.94821
Strongest force on any atom in eV Å⁻¹: 1.9
HOMO in Eh: -0.429

***

A gas-phase ion, C3H7N2S (charge +1). Source: the OMol25 dataset; level of theory: wB97M-V/def2-TZVPD.

ORCA input file:
```
! wB97M-V def2-TZVPD RIJCOSX def2/J DEFGRID3
* xyz 1 1
C 1.70 -1.59 -0.03
N 0.59 -0.77 0.00
N 0.36 0.37 -0.35
C -0.76 1.22 -0.42
C -1.97 0.63 0.32
S -2.64 -0.92 -0.14
H 2.06 -2.16 0.84
H 2.47 -1.11 -0.46
H 1.35 -2.30 -0.69
H -1.09 1.35 -1.39
H -0.33 2.17 -0.23
H -1.77 0.37 1.42
H -2.86 1.22 0.38
*
```

Summary:
Frontier orbital gap (spin up / spin down) in eV: 6.7 / 7.3
SMILES: C[N+]#[N+]CC[S-]
E_tot in eV: -17027.83239
Strongest force on any atom in eV Å⁻¹: 6.8
HOMO (spin up / spin down) in Eh: -0.503 / -0.487

***

C17H23N7OS2 in the gas phase. Source: the OMol25 dataset; level of theory: wB97M-V/def2-TZVPD.

ORCA input file:
```
! wB97M-V def2-TZVPD RIJCOSX def2/J DEFGRID3
* xyz 0 1
C -3.34 2.75 -2.12
O -3.40 1.44 -2.63
C -3.01 0.41 -1.82
C -3.16 -0.87 -2.34
C -2.79 -1.98 -1.61
C -2.26 -1.83 -0.33
N -1.93 -2.98 0.39
C -1.10 -3.12 1.45
N -1.05 -4.35 1.98
C -0.24 -4.48 3.02
N -0.15 -5.68 3.61
N 0.53 -3.50 3.52
C 0.42 -2.34 2.90
C 1.29 -1.22 3.36
S 2.21 -0.59 1.93
C 1.11 0.70 1.35
S 0.08 1.46 2.38
N 1.23 1.01 0.06
C 0.63 2.19 -0.50
C 1.73 3.19 -0.88
N 2.64 2.57 -1.83
C 3.63 3.51 -2.31
C 3.24 1.39 -1.24
C 2.14 0.40 -0.87
N -0.38 -2.08 1.88
C -2.12 -0.56 0.20
C -2.49 0.55 -0.54
H -3.73 3.39 -2.91
H -3.96 2.86 -1.22
H -2.31 3.05 -1.89
H -3.57 -0.98 -3.33
H -2.92 -2.97 -2.02
H -2.33 -3.85 0.07
H -0.73 -6.43 3.28
H 0.43 -5.78 4.42
H 0.70 -0.38 3.74
H 2.01 -1.57 4.10
H -0.05 2.64 0.23
H 0.07 1.90 -1.40
H 1.27 4.07 -1.35
H 2.25 3.51 0.04
H 4.25 3.01 -3.05
H 4.28 3.90 -1.51
H 3.12 4.35 -2.79
H 3.91 0.94 -1.98
H 3.83 1.63 -0.34
H 2.57 -0.51 -0.45
H 1.58 0.14 -1.77
H -1.72 -0.43 1.19
H -2.38 1.53 -0.08
*
```

Summary:
Frontier orbital gap in eV: 8.3
SMILES: COc1ccc(Nc2nc(N)nc(CSC(=S)N3CCN(C)CC3)n2)cc1
E_tot in eV: -52152.36543
Strongest force on any atom in eV Å⁻¹: 0.7
HOMO in Eh: -0.283

***

2 unconnected molecules or ions with the total composition C4H12NO2P. Source: the OMol25 dataset; level of theory: wB97M-V/def2-TZVPD.

ORCA input file:
```
! wB97M-V def2-TZVPD RIJCOSX def2/J DEFGRID3
* xyz 0 1
C 1.05 -0.42 0.93
C 0.20 -0.84 -1.35
C 1.65 1.25 -0.83
C 0.57 0.27 -0.30
N -2.14 -1.84 0.38
O -1.97 0.60 1.98
O -0.44 1.17 0.05
P -1.93 0.75 0.39
H 0.36 -1.06 1.44
H 1.78 -1.19 0.84
H 1.40 0.36 1.78
H 1.09 -1.45 -1.73
H -0.18 -0.32 -2.30
H -0.51 -1.41 -0.70
H 2.41 0.79 -1.43
H 1.23 1.89 -1.46
H 2.07 1.76 0.11
H -2.18 -2.18 -0.57
H -2.00 -0.22 2.45
H -2.46 2.09 0.32
*
```

Summary:
Frontier orbital gap (spin up / spin down) in eV: 7.6 / 7.8
E_tot in eV: -19211.76951
Strongest force on any atom in eV Å⁻¹: 4.7
HOMO (spin up / spin down) in Eh: -0.316 / -0.314